No. 1
DFT (wB97M-V/def2-TZVPD) results for 7 unconnected molecules or ions with the total composition C39H37N7O13 at a distorted geometry.

Computed properties:
SMILES: O=[N+]([O-])c1ccccc1.O=[N+]([O-])c1ccccc1.O=[N+]([O-])c1ccccc1.O=[N+]([O-])c1ccccc1.O=[N+]([O-])c1ccccc1.O=[N+]([O-])c1ccccc1.CN(C)C=O
Relative energy (zero: lowest compared OMol25 entry of this formula, charge and spin): 0.00 kcal per mole
Charge: 0
Gap between HOMO and LUMO: 8.9 eV
HOMO: -9.744 eV

Positions of all 96 atoms, in Å:
C (5.036, -5.739, 1.795)
C (1.519, -6.875, 0.380)
O (-0.130, 2.617, -2.191)
C (1.467, -0.366, -0.010)
C (1.140, -4.831, -0.815)
C (-5.109, 0.481, 1.380)
C (-4.645, 0.683, 3.782)
C (-3.311, 7.570, -0.435)
H (4.470, -4.275, 0.236)
C (-3.584, 6.200, -0.543)
C (1.226, 4.290, 1.015)
H (-2.316, -0.274, -0.762)
H (-3.674, 0.295, 3.596)
C (0.945, 0.708, -0.688)
C (4.807, -4.872, 4.037)
N (-4.800, 5.602, 0.088)
C (2.308, -5.086, -1.495)
C (-0.168, 0.947, -5.910)
H (-1.261, -2.254, 0.284)
C (4.502, -4.510, 1.309)
N (2.354, -1.019, -3.978)
H (-2.939, 4.230, -1.481)
H (-0.448, 5.106, -0.033)
H (5.385, -6.488, 1.082)
C (-1.352, 0.484, -5.309)
C (5.150, -5.898, 3.165)
C (1.023, 0.409, -5.466)
H (-7.130, 1.728, 3.496)
H (2.536, -0.512, 0.167)
O (1.643, 6.427, 0.108)
O (-5.324, 6.194, 0.994)
O (4.395, -2.714, 5.654)
H (0.087, -1.295, -2.759)
C (-1.702, 5.851, -1.942)
H (-1.710, 9.112, -0.849)
H (-2.163, -0.672, -3.701)
C (1.097, -0.418, -4.365)
H (5.615, -6.775, 3.642)
C (-1.307, -0.333, -4.217)
H (-0.438, 7.555, -2.239)
H (1.178, 1.404, 2.638)
H (-7.566, 0.932, 1.930)
C (2.719, -7.120, -0.273)
C (0.736, -5.719, 0.117)
C (-0.545, 2.389, 1.867)
H (3.954, -6.335, -1.865)
H (-7.394, 0.100, 3.505)
C (-1.401, 7.206, -1.809)
N (-5.536, 0.757, 2.625)
C (-0.045, -0.747, -3.699)
C (-0.127, 4.401, 0.617)
H (-2.115, 3.467, 0.895)
H (3.821, -2.554, 1.789)
C (-0.999, 3.463, 1.137)
C (-1.245, -0.274, -0.538)
O (2.409, -1.875, -3.123)
H (1.108, -2.287, 0.789)
O (4.681, -8.285, -0.261)
H (-4.017, 8.080, 0.172)
O (-5.240, 4.560, -0.447)
O (3.311, -0.680, -4.645)
C (3.055, -6.199, -1.253)
H (1.120, -7.705, 1.006)
H (-1.136, 5.225, -2.598)
H (1.558, 1.479, -1.051)
C (0.802, 2.275, 2.164)
H (-2.291, 0.930, -5.744)
H (-0.271, 1.682, -6.750)
O (-2.121, 2.078, -1.676)
C (0.649, -1.393, 0.387)
O (3.275, 4.952, 0.270)
H (4.914, -5.005, 5.114)
O (-3.976, 0.437, 0.965)
H (-5.127, 0.057, 4.594)
C (4.283, -3.690, 3.525)
H (-1.186, 1.582, 2.113)
C (-0.670, -1.370, 0.079)
H (1.981, 0.694, -5.831)
C (-0.421, 0.767, -0.939)
N (3.564, -8.226, 0.128)
N (4.083, -2.559, 4.505)
C (4.155, -3.481, 2.162)
N (2.104, 5.323, 0.448)
H (2.668, -4.365, -2.170)
H (0.574, -3.971, -0.950)
N (-0.948, 1.894, -1.710)
H (-4.497, 1.651, 4.177)
O (2.991, -9.077, 0.847)
H (2.768, 3.042, 2.001)
C (-6.990, 0.869, 2.894)
H (-0.224, -5.618, 0.631)
O (3.600, -1.542, 3.994)
H (-5.961, 0.454, 0.658)
C (-2.812, 5.305, -1.326)
C (-2.100, 8.070, -0.945)
C (1.705, 3.270, 1.845)

No. 2
DFT (wB97M-V/def2-TZVPD) results for a single C16H24O4S molecule at a distorted geometry.

Computed properties:
SMILES: CC1(C)OC(C)(C)[C@]2(OC3=C(S2)C(C)(C)OC3(C)C)C1=O
Relative energy (zero: lowest compared OMol25 entry of this formula, charge and spin): 30.39 kcal per mole
Charge: 0
Gap between HOMO and LUMO: 8.4 eV
HOMO: -7.788 eV

Positions of all 45 atoms, in Å:
C (-1.459, -1.099, -0.326)
H (-3.779, -3.796, 1.907)
H (0.145, 3.030, -2.336)
H (2.181, 2.064, 2.302)
H (3.240, 1.657, 0.260)
H (-1.309, -3.456, 3.002)
H (-1.615, 3.155, -2.337)
H (-1.272, 4.389, 0.993)
H (-3.039, -5.067, 0.961)
C (-2.803, -2.447, -2.055)
C (-1.007, -3.743, 1.966)
O (-2.857, -1.180, 1.719)
C (-0.734, 2.760, -0.386)
H (0.510, 1.567, 2.591)
C (-3.255, -4.012, 0.960)
O (-0.124, -0.750, 0.034)
C (-0.284, -2.265, -2.273)
H (-2.672, 3.718, -0.011)
O (0.559, 2.839, 0.193)
H (-0.355, -1.411, -2.933)
H (-2.873, -3.460, -2.510)
C (-1.918, -3.263, 0.866)
H (-0.369, -3.141, -2.936)
H (-3.958, -3.778, 0.145)
C (-2.140, -1.738, 0.919)
H (-2.002, 2.847, 1.416)
H (-0.912, -4.830, 1.946)
C (-0.690, 3.388, -1.781)
C (1.428, 1.362, 1.967)
C (1.098, 1.516, 0.458)
H (1.776, 0.349, 2.135)
C (-1.712, 3.487, 0.552)
H (-2.923, -1.700, -2.845)
C (-1.473, -2.271, -1.275)
C (2.417, 1.268, -0.354)
H (-0.553, 4.467, -1.723)
H (2.579, 0.205, -0.469)
H (0.000, -3.367, 1.765)
O (-1.242, -3.407, -0.423)
S (-2.434, 0.363, -0.988)
C (-0.013, 0.606, 0.050)
H (2.369, 1.736, -1.348)
C (-1.060, 1.294, -0.406)
H (-3.668, -2.325, -1.390)
H (0.692, -2.280, -1.817)

No. 3
DFT (wB97M-V/def2-TZVPD) results for 13 unconnected molecules or ions with the total composition C43H122N16O13 at a distorted geometry.

Computed properties:
Relative energy (zero: lowest compared OMol25 entry of this formula, charge and spin): 211.57 kcal per mole
Charge: 0
Gap between HOMO and LUMO: 9.2 eV
HOMO: -8.930 eV

Positions of all 194 atoms, in Å:
H (-0.716, 6.321, -3.164)
C (-11.678, -7.851, -1.199)
N (-5.529, 0.834, -6.468)
H (-3.933, -13.126, -0.518)
H (9.440, -2.317, -2.238)
H (-0.982, -1.910, 9.381)
H (-8.422, 5.926, 5.293)
N (5.144, -3.211, 4.027)
H (1.447, -0.332, -6.962)
H (-10.382, -7.342, 1.685)
C (5.919, -2.488, 4.784)
H (12.602, -0.501, -3.782)
H (0.156, 6.371, -1.863)
N (7.095, -3.095, 4.951)
C (-1.816, -2.517, 9.734)
H (-3.411, 6.794, -2.439)
H (5.579, 5.877, -0.036)
H (9.127, 1.460, -1.040)
C (-3.368, -8.192, 0.768)
C (3.423, 7.797, 8.132)
H (-11.873, -7.738, 1.355)
O (-10.350, -5.110, 1.180)
H (7.243, -4.022, 4.579)
H (-3.814, -10.058, 2.112)
N (-5.940, -11.339, -0.228)
H (-3.940, -0.763, 11.525)
C (7.250, 7.458, -0.262)
H (-1.661, 0.903, -0.155)
H (-12.644, -8.218, -0.853)
N (0.651, 0.453, -0.677)
H (1.636, 0.231, -0.685)
H (13.252, -1.851, -2.875)
H (1.238, -1.264, -10.001)
H (7.569, -6.067, -8.085)
H (-2.438, -2.093, -9.578)
H (4.912, 8.245, -2.760)
H (-8.925, -4.187, 0.106)
H (6.067, 9.244, -2.152)
C (-1.397, -1.999, -9.885)
H (-5.852, 4.946, 3.067)
H (-3.052, -12.484, 0.951)
H (-0.548, 7.681, -0.220)
H (-7.111, 8.147, 6.171)
H (11.111, 0.929, -1.757)
N (8.584, 0.610, -1.089)
C (-5.886, 5.901, 6.157)
C (2.630, 5.559, 5.307)
O (-4.227, -9.144, 0.189)
H (9.211, 6.921, 1.496)
O (5.648, -1.426, 5.109)
H (-3.307, 8.551, -2.579)
C (-10.850, -7.059, -0.109)
C (-6.817, 4.461, 2.927)
C (-6.257, 1.122, -5.466)
H (3.789, -5.172, -7.934)
H (8.315, 0.574, -0.116)
H (2.156, -5.794, -5.957)
H (3.902, 8.638, 7.631)
C (1.456, 4.640, 5.851)
O (-2.952, -1.610, 10.000)
H (8.107, -2.003, -1.103)
H (-11.229, -8.729, -1.663)
N (-6.856, 8.040, 5.200)
H (-6.524, 5.926, 7.041)
O (-1.451, 9.499, -0.415)
H (-1.119, 9.114, 1.733)
H (-1.104, 10.871, 1.145)
H (-0.300, 1.561, -9.172)
H (2.572, 1.003, -7.343)
C (0.565, -0.450, -9.730)
O (-0.598, -1.106, -9.128)
C (9.286, 6.294, 0.608)
C (-2.802, 7.615, -2.819)
H (4.326, 6.621, 6.034)
H (7.811, -2.725, 5.559)
C (1.246, 0.604, -8.814)
N (-0.809, 6.395, -2.161)
H (5.103, -5.430, -9.987)
H (3.250, -6.845, -7.746)
H (-5.579, -9.673, 1.558)
C (-4.573, -10.027, 1.331)
H (-11.165, -5.078, -0.670)
H (-0.437, 0.539, -7.895)
H (-4.934, 6.343, 6.452)
H (4.778, 8.678, -1.083)
H (5.850, 5.301, -1.444)
H (-5.643, 6.712, 4.233)
H (-8.674, -4.333, 1.809)
H (10.549, -0.063, -3.128)
H (4.234, 7.389, 8.736)
H (13.631, -0.168, -2.381)
C (3.086, -5.481, -5.482)
C (-2.919, -1.089, 11.327)
H (-3.751, -7.647, 1.631)
H (8.270, -1.192, -2.818)
O (8.034, 6.195, -0.078)
H (-11.713, -7.208, -2.079)
H (-6.068, 8.671, 5.222)
N (-10.925, -7.915, 1.056)
H (-7.665, 2.624, -5.229)
H (7.928, 8.277, -0.501)
H (-6.623, -10.698, 0.150)
H (-0.714, -5.141, 8.722)
H (1.783, 3.756, 6.399)
H (-7.316, 4.950, 2.091)
H (6.766, 6.756, -2.304)
H (-5.084, -0.068, -6.372)
H (-2.233, 7.537, -0.050)
H (-6.438, 3.446, 2.810)
H (-3.178, -11.605, -0.558)
H (-2.603, -1.671, 7.763)
H (0.951, 4.325, 4.938)
H (5.617, -4.004, 3.618)
H (6.776, 7.755, 0.674)
O (-7.552, 4.578, 4.125)
H (-5.676, -10.800, -1.040)
C (-4.897, -11.457, 0.717)
C (-1.480, 8.080, -0.621)
H (9.899, -0.718, -0.266)
C (6.610, -5.744, -7.680)
C (-1.426, 7.689, -2.142)
C (-0.965, 9.815, 0.913)
H (-1.924, -2.524, 6.768)
C (-2.073, -3.429, 8.531)
H (-7.012, 2.404, -6.831)
H (3.692, 3.855, 5.103)
H (-2.772, 7.624, -3.908)
C (-9.032, -4.882, 0.938)
H (4.267, -2.792, 3.751)
C (6.303, 7.143, -1.396)
N (3.360, 4.637, 4.556)
H (3.076, -5.687, -4.412)
H (-1.120, -4.694, 6.982)
N (-6.991, 2.189, -5.844)
H (0.179, 1.252, -1.075)
H (-8.443, -5.778, 0.740)
C (-6.460, 6.660, 4.953)
C (10.784, -0.064, -2.064)
H (-8.221, 6.460, 3.637)
H (1.819, 1.370, -9.337)
H (5.526, -7.552, -7.964)
C (4.049, -6.142, -7.509)
H (-1.492, -3.167, 10.546)
H (-0.063, -3.765, 8.006)
N (-2.673, -2.625, 7.438)
H (2.706, 8.251, 8.816)
O (-6.290, 0.537, -4.354)
C (9.517, -0.469, -1.256)
H (-2.711, -1.853, 12.076)
H (-1.963, -0.582, 0.511)
N (5.397, 6.090, -1.006)
H (0.720, 5.206, 6.422)
C (-3.720, -12.267, 0.117)
H (9.961, 6.657, -0.168)
H (0.223, 0.038, -10.643)
C (2.109, 0.090, -7.719)
H (-5.683, 1.384, -7.300)
C (12.867, -0.835, -2.780)
O (11.764, -0.980, -1.901)
C (5.364, -6.504, -8.213)
H (-3.260, -7.363, 0.068)
H (-5.812, 4.853, 5.868)
C (-7.743, 5.901, 4.441)
C (-0.024, -0.352, 0.130)
C (-11.257, -5.653, 0.251)
H (-2.151, -0.327, 11.461)
H (-2.373, -8.562, 1.016)
H (2.711, 4.092, 4.006)
H (3.007, -0.474, -7.969)
H (3.873, 5.141, 6.946)
H (0.098, 9.619, 0.772)
H (4.474, -6.819, -10.003)
N (-1.258, 0.122, 0.343)
O (2.685, 6.848, 7.307)
C (8.716, -1.576, -1.900)
H (-1.103, -3.020, -9.643)
H (-9.841, -7.092, -0.521)
C (5.493, 8.370, -1.846)
H (-1.331, -1.794, -10.954)
H (3.022, -4.394, -5.424)
O (0.370, -1.339, 0.700)
N (5.308, -6.363, -9.660)
H (-0.823, 8.405, -2.699)
H (-2.850, -4.140, 8.816)
N (0.118, 1.281, -8.296)
H (6.557, -4.662, -7.802)
C (3.502, 6.029, 6.434)
H (6.764, -6.018, -6.636)
H (-12.307, -5.544, 0.523)
H (-5.308, -12.008, 1.563)
H (2.260, 6.352, 4.657)
C (-0.977, -4.359, 8.009)
H (9.671, 5.324, 0.921)
O (4.270, -5.940, -6.120)

No. 4
DFT (wB97M-V/def2-TZVPD) results for a molecular structure, C22H36NiO2P2 at a distorted geometry.

Computed properties:
Relative energy (zero: lowest compared OMol25 entry of this formula, charge and spin): 8.55 kcal per mole
2S+1: 3
Charge: 0
Gap between HOMO and LUMO (spin up / spin down): 6.0 / 6.8 eV
HOMO (spin up / spin down): -5.505 / -7.538 eV

Positions of all 63 atoms, in Å:
C (0.075, 2.705, 1.329)
H (-2.485, -2.055, -1.414)
P (-1.415, -4.720, -3.669)
H (3.695, -0.782, -0.101)
H (-0.777, -3.914, -5.877)
H (-3.798, -2.989, -2.253)
H (-1.251, -2.611, -4.764)
C (1.155, 3.535, 1.625)
H (-1.818, -7.278, -2.133)
C (1.493, -1.507, -1.427)
H (1.855, 5.499, 2.122)
C (1.489, -2.022, 1.830)
H (1.206, -6.691, 0.046)
C (-2.930, -5.519, -4.345)
H (1.597, -5.402, -1.093)
H (0.346, -3.400, -4.553)
O (1.590, 1.093, 0.477)
C (-0.796, -6.893, -2.013)
O (-0.560, 0.463, 0.891)
H (-0.324, -6.817, -4.180)
H (-2.505, -6.404, 0.862)
C (-0.315, 5.416, 2.009)
H (-3.714, -5.336, -3.602)
C (0.954, -5.672, -0.263)
H (-3.272, -5.051, -5.276)
H (4.695, -2.741, 1.129)
C (-0.708, -3.561, -4.850)
H (4.765, -1.806, -0.989)
C (0.444, 1.333, 0.869)
H (-2.089, 2.546, 1.381)
H (0.874, -0.815, -2.034)
C (3.765, -1.779, -0.555)
H (-2.512, -2.219, -3.208)
C (-1.433, -6.226, 0.899)
H (3.160, -2.185, -2.626)
H (-0.575, -2.448, 1.337)
C (0.603, -2.359, -0.507)
C (-1.232, 3.210, 1.498)
H (-0.908, -7.131, 1.199)
H (-0.162, -0.496, 0.867)
C (-2.730, -2.707, -2.262)
C (-1.418, 4.567, 1.807)
H (3.076, -3.024, 2.674)
H (-0.458, 6.480, 2.220)
C (0.371, -2.005, 0.918)
H (1.225, -1.625, 2.820)
C (2.709, -2.623, 1.707)
C (0.975, 4.881, 1.930)
H (-0.421, -2.439, -0.931)
H (-2.749, -6.614, -4.473)
H (-1.238, -5.450, 1.644)
C (-0.324, -6.183, -3.293)
H (1.184, -5.008, 0.568)
H (-2.425, 4.975, 1.911)
Ni (-1.844, -4.309, -1.767)
C (2.748, -1.874, -1.649)
H (0.683, -5.737, -3.195)
H (2.157, 3.110, 1.587)
H (-0.107, -7.688, -1.708)
H (1.076, -3.348, -0.508)
P (-0.793, -5.627, -0.672)
H (3.672, -3.839, 0.195)
C (3.712, -2.820, 0.607)

No. 5
DFT (wB97M-V/def2-TZVPD) results for a single C4H11N2OS molecule at a distorted geometry.

Computed properties:
Relative energy (zero: lowest compared OMol25 entry of this formula, charge and spin): 14.58 kcal per mole
2S+1: 2
Charge: 0
Gap between HOMO and LUMO (spin up / spin down): 9.7 / 6.7 eV
HOMO (spin up / spin down): -8.784 / -8.757 eV

Positions of all 19 atoms, in Å:
N (-1.469, -0.484, 0.606)
H (-0.645, -1.501, -0.947)
H (1.897, -1.950, -1.056)
H (-2.784, 1.043, 0.123)
N (1.909, -0.968, -0.831)
S (2.893, 1.180, 1.251)
H (1.402, 1.595, -0.592)
H (-3.197, -0.362, -0.838)
H (2.173, -0.406, -1.630)
H (0.541, 1.558, 0.952)
C (1.321, 1.032, 0.322)
H (-1.558, -1.440, 0.933)
H (2.819, 2.503, 1.476)
H (-3.431, -0.320, 0.998)
C (0.947, -0.415, 0.090)
C (-0.515, -0.465, -0.553)
H (1.157, -1.054, 0.958)
O (-0.662, 0.516, -1.405)
C (-2.797, -0.060, 0.142)

No. 6
DFT (wB97M-V/def2-TZVPD) results for a single C23H27F3N4O3S molecule at a distorted geometry.

Computed properties:
SMILES: CCN(CC)S(=O)(=O)c1ccc2c(c1)nc(CCC(=O)Nc1cccc(C(F)(F)F)c1)n2CC
Relative energy (zero: lowest compared OMol25 entry of this formula, charge and spin): 0.78 kcal per mole
Charge: 0
Gap between HOMO and LUMO: 8.8 eV
HOMO: -8.529 eV

Positions of all 61 atoms, in Å:
O (-3.501, -2.757, -1.794)
H (-0.772, 5.141, 0.013)
N (3.362, 0.505, 0.792)
H (3.478, 3.607, 1.847)
H (-6.481, -1.731, 0.374)
C (-0.208, 3.925, -1.688)
C (3.958, -0.664, 0.340)
C (7.333, -2.127, -0.448)
N (-0.061, 2.691, -0.958)
H (2.056, -1.638, 0.172)
C (-4.187, -1.481, 1.727)
H (2.339, 0.480, 0.872)
C (-5.689, -2.344, -0.065)
C (-0.408, 0.670, -0.107)
H (-3.523, 0.550, 1.406)
C (-1.155, 4.887, -0.973)
H (-5.254, 0.396, 1.715)
C (-2.693, 0.165, -1.573)
S (-3.070, -2.313, -0.501)
C (2.908, 2.769, 1.443)
C (-1.042, -0.555, 0.063)
H (-3.583, -0.099, -2.120)
F (7.754, -1.496, -1.563)
C (-2.177, -0.773, -0.682)
H (2.644, 3.447, -0.589)
C (2.024, 3.282, 0.299)
H (-3.195, -1.855, 1.989)
H (0.777, 4.381, -1.809)
H (-1.259, 5.800, -1.551)
C (-5.845, -3.810, 0.331)
C (3.652, -2.943, -0.390)
H (5.440, -4.022, -0.894)
H (5.990, 0.025, 0.399)
H (-0.677, -1.313, 0.736)
H (1.602, 4.251, 0.585)
C (5.021, -3.089, -0.552)
C (5.847, -2.014, -0.261)
O (5.088, 2.007, 0.790)
C (-4.271, 0.021, 1.991)
F (8.028, -1.588, 0.567)
H (-4.102, 0.222, 3.045)
H (-5.733, -2.258, -1.151)
H (-2.468, 2.112, -2.450)
H (-5.044, -4.388, -0.121)
H (2.282, 2.348, 2.229)
F (7.757, -3.396, -0.561)
H (-6.801, -4.191, -0.019)
C (-2.074, 1.384, -1.757)
C (-0.925, 1.625, -1.016)
O (-2.273, -3.203, 0.299)
C (3.124, -1.747, 0.050)
C (0.903, 2.365, -0.046)
H (2.995, -3.770, -0.610)
N (0.723, 1.178, 0.473)
H (-0.600, 3.685, -2.681)
H (-5.796, -3.933, 1.411)
H (-4.919, -2.005, 2.348)
N (-4.416, -1.777, 0.329)
H (-2.136, 4.433, -0.854)
C (3.923, 1.729, 0.972)
C (5.334, -0.802, 0.181)

Question: Number 2 is which compound?
Answer: C16H24O4S

Question: Among the records above, which one has the highest relative energy (zero: lowest compared OMol25 entry of this formula, charge and spin)?
Answer: C43H122N16O13

Question: Which of these has the lowest relative energy (zero: lowest compared OMol25 entry of this formula, charge and spin)?
Answer: C39H37N7O13